{"formula": "C37H33FN2O4P2Ti", "method": "ωB97M-V with the def2-TZVPD basis set", "s_squared": 0.755, "spin_multiplicity": 2, "total_charge": 1, "homo_ev": [-11.19, -11.20], "homo_lumo_gap_ev": [7.53, 7.56], "relative_energy_kcal_mol": 2.4, "species": ["C", "H", "P", "H", "C", "C", "H", "C", "H", "C", "C", "C", "C", "C", "H", "H", "O", "N", "Ti", "H", "C", "H", "H", "C", "H", "H", "H", "H", "C", "C", "C", "C", "C", "H", "H", "H", "C", "H", "C", "C", "C", "H", "H", "C", "C", "O", "H", "H", "H", "O", "C", "H", "C", "C", "C", "C", "O", "N", "H", "H", "H", "P", "C", "C", "C", "C", "H", "C", "C", "C", "H", "H", "C", "H", "C", "H", "F", "C", "H", "H"], "xyz": [[-0.640, -6.123, 1.640], [1.559, 2.172, -2.072], [-0.300, 1.299, -0.079], [-2.102, -4.628, -4.699], [-3.992, -2.089, -2.500], [-1.751, 2.740, 3.413], [-0.205, -1.335, 0.237], [-0.351, -4.319, 0.073], [-1.297, 0.258, 4.374], [1.017, 4.174, -2.607], [0.486, -2.135, 2.894], [-1.055, 0.085, -1.212], [1.473, -1.434, 3.623], [-0.974, 2.439, 2.302], [-0.263, -7.016, 2.121], [-3.354, -4.106, 1.618], [5.866, 3.761, -3.899], [5.997, 2.178, -2.263], [0.618, -0.013, 1.993], [-1.515, 5.954, -1.229], [-2.707, 0.977, 1.470], [6.624, 1.636, -2.842], [-1.382, 3.434, 4.157], [-1.896, -5.635, 1.966], [-5.294, -1.823, -4.183], [-1.797, 3.860, 0.024], [4.926, 1.041, 1.325], [-2.115, 0.307, -1.364], [0.162, 5.241, -2.362], [5.632, 1.583, -1.074], [-1.458, 1.581, 1.299], [0.841, -0.362, 4.299], [-0.844, 5.126, -1.413], [-4.437, 0.798, 2.714], [-1.718, -1.813, 2.727], [-2.503, -6.145, 2.702], [-3.740, -3.244, -4.589], [3.570, 4.053, -0.073], [4.188, 1.683, 0.847], [-0.546, -0.426, 4.014], [-0.798, -1.344, -0.698], [-3.090, 0.288, 0.729], [1.110, -5.843, 0.426], [-2.374, -4.486, 1.350], [-1.613, -3.814, 0.395], [2.399, 0.240, 1.452], [-4.540, -1.393, -1.874], [1.326, 0.368, 4.928], [-0.568, 0.241, -2.175], [6.019, 0.489, -0.736], [4.606, 4.063, -1.909], [3.855, 2.418, 1.580], [-0.999, 3.944, -0.703], [0.879, 2.995, -1.892], [-2.194, -3.657, -2.794], [-3.466, 1.261, 2.594], [2.715, 0.631, -0.728], [4.788, 2.351, -0.282], [-1.335, -4.191, -2.409], [0.642, -2.999, 2.265], [1.797, 4.265, -3.350], [-2.344, -2.289, -0.301], [-0.767, -1.513, 3.145], [3.024, 0.804, 0.423], [5.532, 3.374, -2.809], [4.260, 3.546, -0.733], [2.531, -1.640, 3.611], [-2.871, -2.739, -1.990], [-2.999, 2.152, 3.556], [-2.628, -3.909, -4.085], [0.280, 6.163, -2.916], [-3.611, 2.384, 4.418], [-0.134, 2.878, -0.937], [-0.016, 2.939, 2.173], [0.131, -5.464, 0.691], [-0.163, -1.875, -1.407], [4.118, 5.236, -2.322], [-4.422, -2.334, -3.798], [-4.077, -3.444, -5.598], [0.275, -3.830, -0.663]], "forces_ev_per_a": [[0.012, 0.008, -0.019], [0.004, -0.014, 0.015], [0.000, -0.089, 0.029], [-0.004, 0.001, -0.002], [-0.010, 0.005, -0.008], [-0.032, 0.000, -0.007], [-0.022, -0.071, -0.013], [0.014, -0.005, 0.015], [-0.002, -0.002, -0.001], [-0.006, 0.012, 0.004], [0.025, 0.034, 0.009], [-0.003, 0.042, 0.019], [-0.066, 0.011, -0.027], [0.019, -0.025, 0.036], [0.004, 0.000, -0.003], [0.003, 0.012, -0.011], [0.024, -0.023, 0.015], [-0.016, 0.005, 0.009], [-0.149, 0.055, 0.054], [0.000, -0.001, -0.001], [-0.026, 0.007, -0.011], [0.000, 0.000, -0.004], [-0.004, -0.001, 0.003], [-0.020, 0.014, -0.004], [0.001, -0.003, -0.002], [0.007, -0.008, 0.001], [0.030, 0.027, 0.007], [-0.020, -0.028, 0.005], [0.008, -0.019, -0.004], [0.025, 0.014, 0.011], [0.061, 0.018, 0.044], [-0.042, -0.061, -0.065], [-0.002, 0.000, -0.001], [0.003, -0.001, -0.004], [0.000, -0.003, 0.000], [0.002, 0.001, 0.000], [0.013, -0.012, -0.003], [-0.009, 0.008, -0.010], [0.043, -0.054, 0.021], [0.049, -0.113, -0.080], [0.035, 0.046, 0.007], [0.003, -0.004, -0.006], [-0.002, -0.008, 0.007], [-0.003, -0.038, 0.041], [0.014, 0.003, -0.028], [0.126, 0.316, 0.029], [0.000, -0.002, 0.004], [0.001, 0.001, -0.001], [0.008, 0.008, 0.008], [0.004, 0.000, 0.002], [-0.005, 0.041, -0.007], [-0.022, 0.001, -0.009], [-0.014, 0.022, -0.009], [0.002, 0.000, -0.007], [-0.010, 0.009, 0.002], [0.004, 0.021, 0.022], [-0.026, 0.015, 0.002], [-0.049, -0.032, -0.013], [-0.003, 0.000, -0.003], [0.011, -0.013, 0.001], [0.013, 0.006, 0.002], [-0.023, 0.010, 0.005], [0.045, 0.088, 0.034], [-0.036, -0.195, -0.033], [-0.030, 0.027, -0.029], [0.042, -0.010, 0.001], [0.002, -0.004, 0.007], [0.026, -0.013, -0.017], [0.004, -0.008, -0.028], [0.001, 0.004, 0.001], [-0.003, -0.001, 0.002], [0.006, 0.002, 0.004], [-0.010, 0.013, -0.011], [0.011, -0.011, -0.021], [0.002, -0.011, 0.008], [-0.014, -0.032, 0.000], [0.001, -0.031, 0.007], [-0.005, 0.012, 0.007], [-0.003, 0.001, 0.002], [-0.016, 0.023, -0.001]]}

---

{"formula": "C5H16N2O", "method": "ωB97M-V with the def2-TZVPD basis set", "homo_ev": -8.62, "homo_lumo_gap_ev": 9.36, "relative_energy_kcal_mol": 27.8, "smiles": "CCNCCCN.O", "species": ["N", "H", "H", "O", "H", "H", "H", "H", "H", "C", "H", "C", "C", "H", "H", "H", "N", "H", "C", "C", "H", "H", "H", "H"], "xyz": [[-1.907, 0.352, -2.830], [-1.855, 1.210, -0.910], [-0.801, 1.132, 2.438], [4.178, -0.319, -0.702], [-0.112, -1.150, -0.771], [0.637, 1.413, 0.443], [-2.080, 0.221, 0.958], [0.328, -1.285, 1.298], [5.072, -0.091, -0.975], [-1.162, -0.835, -0.719], [-2.276, -1.515, 1.031], [0.026, 0.437, 2.249], [1.057, 1.175, 1.422], [1.360, 2.111, 1.895], [0.396, 0.321, 3.272], [-1.760, -1.613, -1.201], [-0.464, -0.832, 1.740], [-1.223, 0.437, -3.567], [-1.287, 0.491, -1.509], [-1.568, -0.728, 0.763], [-2.344, -0.555, -2.921], [3.926, 0.395, -0.105], [2.049, 0.729, 1.360], [-0.287, 0.909, -1.683]], "forces_ev_per_a": [[-0.034, -0.034, 0.020], [0.025, -0.009, -0.077], [-0.213, -0.259, -0.405], [-0.030, 0.174, 0.125], [-0.231, -0.224, -0.026], [0.357, -0.055, -0.129], [0.003, -0.121, -0.112], [-0.130, -0.283, 0.076], [0.039, -0.054, -0.050], [0.163, 0.394, 0.140], [-0.084, -0.039, -0.242], [0.000, 0.582, 1.097], [0.362, 0.704, -0.048], [-0.583, 0.343, 0.124], [0.312, -0.389, -0.059], [0.025, 0.101, -0.051], [0.081, 0.452, -0.333], [-0.030, -0.071, -0.014], [0.193, -0.172, -0.238], [0.292, -0.200, 0.447], [-0.065, 0.052, -0.088], [-0.030, -0.115, -0.083], [-0.228, -0.869, -0.371], [-0.193, 0.089, 0.295]]}

---

{"formula": "C9H7N2", "method": "ωB97M-V with the def2-TZVPD basis set", "total_charge": 1, "homo_ev": [-12.28, -13.59], "homo_lumo_gap_ev": [6.18, 8.58], "relative_energy_kcal_mol": 68.0, "species": ["H", "H", "C", "C", "N", "C", "H", "H", "H", "H", "N", "C", "C", "C", "H", "C", "C", "C"], "xyz": [[-0.301, 0.116, 2.581], [-1.855, 1.489, -2.450], [-1.397, 1.181, -1.469], [-0.093, -0.790, 2.226], [-0.125, -0.976, -1.522], [-0.677, 0.029, -1.721], [-0.484, 3.113, -0.426], [-0.408, -1.696, 2.907], [0.896, -2.821, -1.748], [1.436, 2.485, 0.377], [-1.787, 1.347, -0.094], [0.624, -2.060, -1.129], [0.981, 0.418, 0.664], [0.961, -1.944, 0.188], [1.654, -2.682, 0.625], [0.566, -0.870, 1.034], [0.709, 1.621, 0.326], [-0.699, 2.040, -0.367]], "forces_ev_per_a": [[-0.711, 3.513, 1.548], [-0.228, 0.649, 1.632], [0.562, 1.697, -2.341], [0.025, -6.179, 0.168], [-1.131, 1.373, -1.953], [1.553, -3.342, 1.578], [-1.124, -0.049, -0.347], [0.572, 1.747, -1.792], [0.520, -1.720, -1.889], [-1.072, -1.065, 0.029], [-1.950, -0.117, 1.104], [0.008, 2.560, 4.465], [-0.611, 0.409, -0.444], [1.016, -3.060, -1.509], [-0.633, 0.068, -0.358], [0.001, 2.665, 1.040], [1.815, 0.577, -0.200], [1.390, 0.274, -0.730]]}

---

{"formula": "C13H25AlBO4", "method": "ωB97M-V with the def2-TZVPD basis set", "total_charge": 3, "homo_ev": -18.15, "homo_lumo_gap_ev": 2.08, "species": ["C", "H", "H", "H", "Al", "H", "C", "H", "C", "H", "C", "H", "H", "B", "H", "O", "H", "H", "C", "O", "H", "C", "C", "C", "C", "O", "H", "C", "H", "H", "C", "H", "H", "H", "H", "H", "O", "H", "C", "H", "H", "H", "C", "H"], "xyz": [[5.079, -0.895, 0.843], [0.595, 1.371, 2.416], [5.022, 1.204, 1.025], [-4.997, -0.087, -0.172], [5.165, 3.347, -2.496], [-0.458, 2.777, 0.774], [-1.737, -3.306, 1.090], [-1.206, 0.335, 1.244], [-2.268, 1.458, -0.274], [-3.614, -0.358, 0.852], [-3.170, -2.950, 1.396], [4.685, -1.783, 0.378], [5.969, -1.028, 1.433], [3.080, 0.462, 0.113], [1.331, -0.593, 0.878], [3.535, 1.922, -1.878], [-3.007, -2.150, -1.233], [-4.749, -2.043, -1.304], [1.929, 0.259, 1.215], [3.099, 2.306, -3.184], [1.761, 2.371, 1.607], [-3.211, 0.498, -1.111], [1.097, 1.522, 1.459], [-1.031, 0.763, 0.265], [4.488, 0.327, 0.684], [-4.118, -2.820, 0.384], [2.383, -0.022, 2.156], [-3.883, -1.916, -0.641], [-1.121, -2.654, 1.691], [-1.576, -4.316, 1.437], [0.035, 1.876, 0.422], [-2.837, 1.910, 0.526], [-3.922, 1.121, -1.635], [0.473, 2.123, -0.538], [1.790, 0.820, -1.738], [-2.606, -0.022, -1.839], [-3.552, -2.798, 2.551], [-1.948, 2.231, -0.970], [-3.977, -0.448, -0.176], [3.240, -0.119, -1.989], [-1.489, -3.185, 0.043], [-0.696, -0.007, -0.423], [2.827, 0.734, -1.448], [3.590, 1.764, -3.836]], "forces_ev_per_a": [[0.126, -0.013, 0.043], [0.200, 0.019, 0.393], [0.026, 0.124, 0.527], [-0.358, 0.070, 0.360], [0.420, 0.562, 0.047], [0.010, 0.365, 0.110], [-0.519, 0.540, -0.087], [-0.079, -0.283, 0.202], [0.387, -0.620, 0.687], [-0.111, -0.510, 0.331], [-0.241, -0.069, 2.592], [-0.268, -0.288, 0.079], [0.393, 0.060, -0.030], [0.414, 0.302, -0.387], [-0.024, -0.199, -0.183], [0.039, -0.495, 0.186], [0.449, -0.018, 0.096], [-0.286, 0.035, -0.072], [-0.099, 0.199, -0.067], [-0.121, 0.400, -0.310], [-0.096, 0.506, 0.090], [-0.454, -0.343, -0.314], [-0.196, -0.527, -0.274], [-0.275, 0.407, -0.115], [-0.252, 0.067, -0.325], [0.039, 0.331, 0.678], [0.002, -0.236, 0.306], [0.139, -0.634, -0.203], [0.232, 0.134, 0.237], [0.029, -0.404, -0.045], [0.346, -0.125, -0.014], [-0.094, 0.297, 0.158], [0.032, 0.252, -0.270], [-0.087, 0.039, -0.297], [-0.256, 0.275, -0.048], [0.227, -0.124, -0.214], [0.435, -0.191, -3.004], [-0.381, 0.222, -0.465], [0.383, 1.149, -0.248], [0.069, -0.276, -0.044], [-0.073, -0.203, -0.241], [0.223, -0.209, -0.085], [-0.152, -0.148, 0.050], [-0.198, -0.442, 0.170]]}

---

Molecular weight, record by record: 698.49 120.20 143.17 283.13 g/mol